[1]
{"formula": "C5H11O2", "method": "ωB97M-V/def2-TZVPD", "elements": ["C", "C", "C", "O", "O", "H", "H", "H", "H", "H", "C", "C", "H", "H", "H", "H", "H", "H"], "positions_angstrom": [[-1.11, 1.60, -1.41], [0.00, 1.78, -2.41], [-1.91, 0.11, -1.19], [-3.14, 0.33, -1.20], [-1.12, -0.81, -1.08], [-0.69, 1.88, -0.43], [-1.96, 2.29, -1.52], [0.19, 2.83, -2.71], [-0.16, 1.34, -3.40], [0.93, 1.36, -2.01], [1.35, -0.83, 2.31], [0.88, -2.28, 2.02], [0.59, -0.11, 2.03], [1.47, -0.67, 3.39], [2.34, -0.82, 1.84], [0.10, -2.70, 2.68], [0.52, -2.34, 0.98], [1.72, -2.97, 2.10]], "charge": -2, "total_energy_ha": -347.46575, "de_lowest_kj_mol": 101.5, "homo_ev": [4.17, -0.98], "s_squared": 0.750, "orbital_gap_ev": [2.36, 7.35], "e_lumo_ev": [6.5, 6.4], "spin_multiplicity": 2}

---

[2]
{"formula": "C5H11O2Si", "method": "ωB97M-V/def2-TZVPD", "elements": ["C", "C", "C", "C", "C", "O", "O", "Si", "H", "H", "H", "H", "H", "H", "H", "H", "H", "H", "H"], "positions_angstrom": [[-2.92, 0.54, -0.13], [2.35, 1.34, -0.04], [-0.27, -0.47, 1.73], [-0.78, -2.04, -0.86], [1.30, 1.37, -1.12], [-3.05, 1.31, 0.81], [-3.68, 0.04, -0.97], [-1.08, -0.28, 0.01], [2.00, 0.68, 0.82], [3.27, 0.94, -0.52], [2.52, 2.41, 0.32], [0.78, -0.36, 1.71], [-0.59, 0.32, 2.55], [-0.31, -1.55, 2.27], [-1.58, -2.24, -1.69], [0.13, -2.08, -1.33], [-0.65, -2.83, -0.25], [1.52, 0.57, -1.80], [1.04, 2.32, -1.52]], "charge": -1, "total_energy_ha": -637.01218, "de_lowest_kj_mol": 419.6, "homo_ev": [-3.14, -3.14], "orbital_gap_ev": [6.88, 6.88], "e_lumo_ev": [3.7, 3.7]}

---

[3]
{"formula": "C5H11O3", "method": "ωB97M-V/def2-TZVPD", "elements": ["C", "C", "C", "O", "O", "H", "H", "H", "H", "H", "C", "C", "O", "H", "H", "H", "H", "H", "H"], "positions_angstrom": [[0.33, -1.73, -0.36], [0.05, -1.91, -1.90], [1.77, -1.19, -0.04], [2.66, -1.83, -0.62], [1.80, -0.14, 0.65], [-0.42, -1.04, 0.03], [0.07, -2.70, 0.10], [-0.08, -2.97, -2.06], [0.85, -1.47, -2.48], [-0.92, -1.48, -2.12], [-0.72, 2.10, 1.61], [-0.81, 2.20, 0.05], [-0.82, 0.71, 1.89], [0.25, 2.40, 2.00], [-1.61, 2.54, 2.09], [-0.06, 1.50, -0.36], [-0.01, 0.18, 1.98], [-0.60, 3.21, -0.28], [-1.72, 1.62, -0.18]], "charge": -1, "total_energy_ha": -422.86586, "de_lowest_kj_mol": 125.6, "homo_ev": -4.13, "orbital_gap_ev": 7.99, "e_lumo_ev": 3.9}

---

[4]
{"formula": "C5H11O3", "method": "ωB97M-V/def2-TZVPD", "elements": ["C", "C", "O", "H", "H", "H", "H", "H", "H", "C", "C", "C", "O", "O", "H", "H", "H", "H", "H"], "positions_angstrom": [[0.44, 2.37, 0.13], [1.57, 1.75, -0.73], [0.92, 2.72, 1.37], [-0.17, 3.06, -0.44], [-0.37, 1.47, 0.45], [1.47, 0.73, -1.00], [1.75, 3.18, 1.38], [2.43, 1.79, -0.15], [1.73, 2.22, -1.66], [-1.72, -1.96, 0.11], [-0.54, -2.64, 0.75], [-0.99, -0.89, -0.85], [-0.09, -1.27, -1.64], [-1.24, 0.32, -0.54], [-2.12, -2.73, -0.53], [-2.54, -1.47, 0.64], [-0.09, -3.44, 0.04], [-0.87, -3.12, 1.76], [0.41, -2.08, 0.89]], "charge": -1, "total_energy_ha": -422.82037, "de_lowest_kj_mol": 245.0, "homo_ev": -4.07, "orbital_gap_ev": 7.85, "e_lumo_ev": 3.8}

---

[5]
{"formula": "C5H11O3", "method": "ωB97M-V/def2-TZVPD", "elements": ["C", "C", "O", "O", "H", "H", "H", "C", "C", "C", "O", "H", "H", "H", "H", "H", "H", "H", "H"], "positions_angstrom": [[-1.51, 1.38, 1.63], [-0.69, 1.97, 0.45], [0.10, 1.15, -0.13], [-0.87, 3.14, 0.11], [-0.89, 1.41, 2.54], [-1.64, 0.33, 1.37], [-2.45, 1.88, 1.84], [0.84, -2.04, -0.34], [-0.36, -2.14, -1.35], [1.96, -1.29, -1.02], [0.31, -1.30, 0.80], [1.00, -3.00, 0.15], [-1.26, -1.63, -1.01], [2.09, -1.83, -1.97], [1.72, -0.21, -1.12], [2.88, -1.06, -0.51], [0.36, -0.33, 0.54], [-0.68, -3.18, -1.60], [0.05, -1.89, -2.32]], "charge": -1, "total_energy_ha": -422.87503, "de_lowest_kj_mol": 101.5, "homo_ev": -4.39, "orbital_gap_ev": 8.25, "e_lumo_ev": 3.9}

---

[6]
{"formula": "C5H11O3PSi", "method": "ωB97M-V/def2-TZVPD", "elements": ["C", "C", "C", "C", "C", "O", "O", "O", "Si", "P", "H", "H", "H", "H", "H", "H", "H", "H", "H", "H", "H"], "positions_angstrom": [[0.40, 1.59, 0.56], [1.89, 0.73, -0.47], [-2.58, 0.60, 1.01], [-0.23, -1.58, 0.38], [-1.18, 0.41, -1.66], [3.24, 1.15, -0.24], [2.94, -0.71, 1.70], [3.76, -1.44, -0.64], [-0.84, 0.29, 0.22], [2.94, -0.50, 0.27], [0.86, 1.42, 1.63], [1.58, 0.74, -1.55], [-3.26, 1.29, 0.53], [-3.10, -0.36, 0.90], [-2.41, 0.78, 2.11], [-0.23, -2.27, -0.41], [0.80, -1.36, 0.56], [-0.74, -2.19, 1.18], [-0.34, 0.25, -2.22], [-1.90, -0.24, -2.20], [-1.58, 1.39, -1.67]], "charge": -2, "total_energy_ha": -1053.59125, "de_lowest_kj_mol": 235.1, "homo_ev": 0.68, "orbital_gap_ev": 5.56, "e_lumo_ev": 6.2}

---

[7]
{"formula": "C5H11O4Pt", "method": "ωB97M-V/def2-TZVPD", "elements": ["C", "O", "C", "O", "C", "C", "O", "Pt", "H", "H", "H", "H", "H", "H", "H", "O", "H", "C", "H", "H", "H"], "positions_angstrom": [[0.18, -0.56, 2.79], [-0.98, -0.85, 2.10], [0.88, 0.68, 2.23], [0.94, 0.48, 0.81], [1.11, 1.54, -0.03], [0.80, 1.16, -1.44], [-0.35, 0.37, -1.49], [-0.75, -0.47, 0.24], [0.90, -1.41, 2.71], [0.01, -0.37, 3.87], [1.90, 0.80, 2.62], [0.31, 1.60, 2.43], [1.86, 2.29, 0.26], [1.67, 0.59, -1.87], [0.69, 2.08, -2.04], [-0.96, -1.95, -0.69], [-1.80, -2.40, -0.74], [-0.49, -1.58, -2.39], [0.28, -2.37, -2.35], [-1.36, -1.08, -2.84], [-0.12, -1.52, -3.43]], "total_energy_ha": -616.88936, "de_lowest_kj_mol": 568.3, "homo_ev": [-6.97, -7.69], "s_squared": 3.765, "orbital_gap_ev": [7.65, 6.27], "e_lumo_ev": [0.7, -1.4], "spin_multiplicity": 4}

---

[8]
{"formula": "C5H11O6", "method": "ωB97M-V/def2-TZVPD", "elements": ["H", "O", "O", "C", "C", "O", "C", "C", "C", "O", "O", "O", "H", "H", "H", "H", "H", "H", "H", "H", "H", "H"], "positions_angstrom": [[1.50, -0.81, 0.97], [1.49, 0.44, 2.08], [0.80, 1.17, 1.20], [-0.37, 0.50, 0.64], [-0.96, -0.53, 1.58], [-1.23, 0.03, 2.80], [-0.04, -0.01, -0.76], [-1.31, -0.22, -1.61], [0.98, 0.86, -1.52], [2.26, 0.36, -1.24], [0.52, -1.33, -0.61], [1.18, -1.63, 0.64], [-1.07, 1.37, 0.58], [-1.92, -0.86, 1.15], [-0.25, -1.37, 1.61], [-1.31, -0.68, 3.46], [-1.85, 0.73, -1.76], [-1.01, -0.60, -2.61], [-1.97, -0.96, -1.14], [0.79, 0.76, -2.60], [0.87, 1.89, -1.18], [2.92, 0.92, -1.68]], "total_energy_ha": -648.25893, "de_lowest_kj_mol": 150.6, "homo_ev": [-9.30, -9.33], "s_squared": 0.754, "orbital_gap_ev": [9.97, 8.07], "e_lumo_ev": [0.7, -1.3], "spin_multiplicity": 2}

---

What did the fourth record say?
{"formula": "C5H11O3", "method": "ωB97M-V/def2-TZVPD", "elements": ["C", "C", "O", "H", "H", "H", "H", "H", "H", "C", "C", "C", "O", "O", "H", "H", "H", "H", "H"], "positions_angstrom": [[0.44, 2.37, 0.13], [1.57, 1.75, -0.73], [0.92, 2.72, 1.37], [-0.17, 3.06, -0.44], [-0.37, 1.47, 0.45], [1.47, 0.73, -1.00], [1.75, 3.18, 1.38], [2.43, 1.79, -0.15], [1.73, 2.22, -1.66], [-1.72, -1.96, 0.11], [-0.54, -2.64, 0.75], [-0.99, -0.89, -0.85], [-0.09, -1.27, -1.64], [-1.24, 0.32, -0.54], [-2.12, -2.73, -0.53], [-2.54, -1.47, 0.64], [-0.09, -3.44, 0.04], [-0.87, -3.12, 1.76], [0.41, -2.08, 0.89]], "charge": -1, "total_energy_ha": -422.82037, "de_lowest_kj_mol": 245.0, "homo_ev": -4.07, "orbital_gap_ev": 7.85, "e_lumo_ev": 3.8}

---

Copy entry 1 word for word.
{"formula": "C5H11O2", "method": "ωB97M-V/def2-TZVPD", "elements": ["C", "C", "C", "O", "O", "H", "H", "H", "H", "H", "C", "C", "H", "H", "H", "H", "H", "H"], "positions_angstrom": [[-1.11, 1.60, -1.41], [0.00, 1.78, -2.41], [-1.91, 0.11, -1.19], [-3.14, 0.33, -1.20], [-1.12, -0.81, -1.08], [-0.69, 1.88, -0.43], [-1.96, 2.29, -1.52], [0.19, 2.83, -2.71], [-0.16, 1.34, -3.40], [0.93, 1.36, -2.01], [1.35, -0.83, 2.31], [0.88, -2.28, 2.02], [0.59, -0.11, 2.03], [1.47, -0.67, 3.39], [2.34, -0.82, 1.84], [0.10, -2.70, 2.68], [0.52, -2.34, 0.98], [1.72, -2.97, 2.10]], "charge": -2, "total_energy_ha": -347.46575, "de_lowest_kj_mol": 101.5, "homo_ev": [4.17, -0.98], "s_squared": 0.750, "orbital_gap_ev": [2.36, 7.35], "e_lumo_ev": [6.5, 6.4], "spin_multiplicity": 2}